133
Properties=species:S:1:pos:R:3 method="wB97M-V/def2-TZVPD" e_tot_ev=-86140.5407 total_charge=-1 gap_ev=6.23 lumo_ev=1.817 e_homo_ha=-0.1623
C -0.52507 -4.89942 6.22223
C -0.82803 -6.19166 5.48254
O -1.97129 -6.12179 4.62059
P -1.77517 -5.38018 3.19616
O -0.41567 -4.81423 3.10970
C -2.09281 -6.55536 1.86624
C -2.62237 -5.98469 0.54907
C -1.50488 -5.52498 -0.42030
B -1.13488 -3.96091 -0.24565
O 0.29001 -3.56001 -0.22291
C 0.18679 -2.17401 -0.10578
C 0.59113 -1.63250 1.24802
C 2.07702 -1.80203 1.60434
O 2.90731 -2.11741 0.49054
Si 3.83428 -0.90567 -0.13185
C 2.80939 0.65681 -0.43639
C 5.28450 -0.40597 0.97009
C 4.54299 -1.50139 -1.77243
C -1.27961 -1.76533 -0.54592
C -1.21312 -0.56745 -1.48672
C -2.52109 0.23707 -1.58434
C -2.91126 0.43064 -3.05579
O -2.35789 1.53625 -0.98308
C -2.82497 1.60020 0.34667
C -1.81999 2.21873 1.28092
C -2.25624 2.86117 2.44720
C -1.34637 3.38975 3.36700
C 0.02086 3.27770 3.12063
C 0.47571 2.67304 1.94995
C -0.45070 2.14765 1.04038
O -1.75207 -2.93388 -1.15455
O -2.96595 -4.33645 3.09030
C -2.99363 -3.25568 4.02741
C -3.96804 -3.54364 5.15014
H 0.20819 -4.33393 5.65125
H -0.08286 -5.10612 7.19225
H -1.40832 -4.27736 6.30521
H 0.04518 -6.55558 4.95229
H -1.08756 -6.94592 6.22363
H -2.83667 -7.25686 2.25662
H -1.18799 -7.13045 1.69503
H -3.29699 -5.15003 0.72025
H -3.20499 -6.74815 0.03240
H -1.76334 -5.81719 -1.44101
H -0.61045 -6.08479 -0.13226
H -1.56098 -3.63506 0.88621
H 0.84758 -1.73128 -0.86408
H 0.34197 -0.56724 1.27302
H -0.01179 -2.11182 2.01726
H 2.16665 -2.60048 2.33780
H 2.44369 -0.89207 2.09637
H 2.98652 1.00191 -1.44926
H 1.76039 0.39474 -0.33258
H 3.08949 1.44161 0.26032
H 5.52576 0.62808 0.72813
H 5.11224 -0.50302 2.03830
H 6.15898 -0.98798 0.68545
H 4.23143 -2.52241 -1.97697
H 5.62972 -1.49824 -1.70180
H 4.27382 -0.81636 -2.57022
H -1.93419 -1.53842 0.30453
H -0.91065 -0.91232 -2.47193
H -0.44065 0.09805 -1.11178
H -3.33919 -0.31576 -1.12547
H -3.48368 -0.42800 -3.38624
H -2.01747 0.54082 -3.66100
H -3.51410 1.33149 -3.14820
H -3.01718 0.59217 0.72099
H -3.77354 2.13914 0.40551
H -3.31677 2.93416 2.64874
H -1.68860 3.86279 4.27417
H 0.75696 3.65354 3.81650
H 1.52679 2.56927 1.73515
H -0.07222 1.67507 0.15092
H -1.99263 -3.00458 4.37055
H -3.35252 -2.39136 3.47442
H -4.89267 -3.93219 4.73457
H -4.17268 -2.64562 5.72648
H -3.58640 -4.31457 5.81389
C 2.52310 1.21373 4.89026
O 3.06352 2.53165 4.79046
H 1.49374 1.25523 4.54436
H 3.08107 0.51711 4.25967
H 2.53957 0.86533 5.92670
H 3.97455 2.49897 5.09123
C -2.20483 4.78562 -3.67194
O -3.36204 4.08433 -3.21744
H -2.50230 5.39895 -4.52067
H -1.82023 5.42507 -2.87888
H -1.42790 4.08459 -3.99060
H -3.09644 3.53627 -2.46978
C 2.51266 -6.32287 1.17585
O 1.71110 -7.46057 1.50707
H 3.23007 -6.64051 0.42169
H 1.90049 -5.51172 0.77326
H 3.05527 -5.95945 2.05323
H 1.08366 -7.16211 2.17083
C 4.67228 2.10452 -3.91926
O 5.07993 2.13835 -2.55837
H 4.63168 1.06732 -4.23686
H 3.68049 2.54821 -4.03365
H 5.39135 2.64467 -4.54464
H 5.10866 3.06391 -2.29455
C -1.61159 -3.75740 -4.45608
O -2.58600 -2.87417 -3.93293
H -1.60204 -3.64010 -5.54020
H -0.61770 -3.52301 -4.06195
H -1.84876 -4.79862 -4.21637
H -2.57200 -2.99504 -2.97097
C 2.10866 -0.79813 -5.03374
O 2.66846 0.29054 -5.77381
H 1.73037 -0.39724 -4.09685
H 1.28219 -1.26039 -5.57843
H 2.86558 -1.55468 -4.81285
H 3.00300 -0.05927 -6.60293
C 5.97485 5.80008 -4.35965
O 5.61003 5.27345 -3.08827
H 5.42008 5.24792 -5.11327
H 5.71649 6.85957 -4.43334
H 7.04526 5.67621 -4.54410
H 6.09824 5.75877 -2.41843
C -2.82045 8.33366 -1.38802
O -2.58773 6.92759 -1.44431
H -1.87241 8.81576 -1.16203
H -3.18964 8.70687 -2.34502
H -3.53893 8.58081 -0.60548
H -3.42524 6.49890 -1.64600
C -4.83955 12.18145 -1.42772
O -4.64824 10.77261 -1.49014
H -3.87643 12.63107 -1.20106
H -5.19707 12.57472 -2.38324
H -5.54890 12.44982 -0.64018
H -5.49715 10.36955 -1.69043



13
Properties=species:S:1:pos:R:3 method="wB97M-V/def2-TZVPD" e_tot_ev=-9268.8550 gap_ev="7.21 / 8.07" lumo_ev="-0.306 / -0.716" e_above_lowest_kj_mol=448.3 e_homo_ha="-0.2762 / -0.3228"
N 0.68165 1.79650 -0.26424
C 0.25184 0.50041 -0.06476
C -0.81224 -0.01643 0.86891
O -1.57107 0.50744 1.65422
N -0.93506 -1.38389 0.49426
C -0.21270 -1.64887 -0.62785
C 0.43085 -0.52286 -1.06085
H 1.43027 2.13821 0.29947
H 0.63768 2.17308 -1.20563
H 0.65904 1.57830 1.84552
H -1.51934 -2.03292 0.99641
H -0.14143 -2.66080 -1.01771
H 1.06397 -0.47434 -1.93773



11
Properties=species:S:1:pos:R:3 method="wB97M-V/def2-TZVPD" e_tot_ev=-151395.0024 gap_ev="7.95 / 7.96" lumo_ev="-1.994 / -1.990" e_above_lowest_kj_mol=150.1 e_homo_ha="-0.3654 / -0.3655"
C -0.22952 0.21165 0.12067
C -0.96818 -0.48728 -1.09211
C -0.42157 -0.50397 -2.49255
F -2.26204 -0.03493 -1.29794
F -1.13280 -1.85995 -0.81375
F -0.98627 -1.22783 -3.42631
Br 0.18439 1.15930 -3.23852
Br 1.76165 -1.92186 -2.31324
H -1.01382 0.10943 0.92736
H -0.04964 1.26107 -0.02725
H 0.84219 -0.08503 0.43515



17
Properties=species:S:1:pos:R:3 method="wB97M-V/def2-TZVPD" e_tot_ev=-16123.6780 smiles="C/C=P/C.CC#N" gap_ev=9.04 lumo_ev=0.552 e_above_lowest_kj_mol=118.8 e_homo_ha=-0.3118
C -0.94408 -1.61993 -1.41400
C -1.05464 -0.14207 -0.91977
P -0.95796 0.21813 0.71844
C -1.30249 2.06385 0.66763
H -0.04014 -1.98495 -0.86200
H -1.84930 -2.17349 -1.05220
H -0.80037 -1.55015 -2.46406
H -1.42573 0.53311 -1.58600
H -1.13008 2.51753 1.64463
H -0.60482 2.51089 -0.14404
H -2.26051 2.16983 0.34330
C 2.43403 -0.48747 1.10791
C 2.09659 0.43331 0.03142
N 1.68566 1.24066 -0.68362
H 3.23791 -0.05676 1.64751
H 1.59127 -0.49684 1.83789
H 2.72610 -1.57227 0.78238